No. 1
A molecular structure, C44H53AsCaN3OS2Se2. Source: OMol25; level of theory: wB97M-V/def2-TZVPD.

Calculated values
Orbital gap in hartree: 0.294
Charge: +1
Energy in a.u.: -10460.47329
Energy above the lowest of the compared OMol25 structures with the same formula, charge and spin in kJ/mol: 69.6

Element x y z (Å)
Ca1 0.0005 -0.6339 -0.1932
C1 4.8844 -3.6340 1.4852
Se1 4.4089 -1.8345 2.0537
C2 5.4260 -0.8972 0.6465
C3 5.1808 0.5994 0.6808
Se2 3.2563 1.0060 0.7487
C4 3.4747 2.9465 0.6538
H1 4.3983 -3.8570 0.5394
H2 4.5297 -4.3153 2.2546
H3 5.9650 -3.7141 1.3960
H4 5.1253 -1.3340 -0.3072
H5 6.4798 -1.1124 0.8172
H6 5.5988 1.0884 -0.1997
H7 5.6311 1.0342 1.5725
H8 3.9232 3.3090 1.5757
H9 2.4856 3.3830 0.5309
H10 4.0995 3.2048 -0.1985
S1 -4.5391 0.8044 -0.6260
C5 -3.6816 2.2901 -0.3568
C6 -4.1858 3.5495 -0.0589
C7 -3.2851 4.5790 0.1435
C8 -1.9117 4.3612 0.0203
C9 -1.4095 3.1127 -0.2882
C10 -2.3000 2.0546 -0.4597
N1 -1.9619 0.7427 -0.7305
C11 -3.0080 -0.0289 -0.8204
C12 -2.9427 -1.4790 -0.9581
C13 -4.1153 -2.2091 -1.1921
C14 -4.0818 -3.5901 -1.1807
C15 -2.8731 -4.2369 -0.9513
C16 -1.7081 -3.4980 -0.7713
C17 -1.6907 -2.0979 -0.7560
H11 -5.2535 3.7147 0.0008
H12 -3.6484 5.5668 0.3937
H13 -1.2303 5.1882 0.1731
H14 -0.3478 2.9316 -0.3977
H15 -5.0497 -1.6882 -1.3796
H16 -4.9886 -4.1581 -1.3438
H17 -2.8391 -5.3200 -0.9098
H18 -0.7750 -4.0389 -0.6305
C18 0.9088 2.6578 -3.5646
C19 1.9162 1.5204 -3.4105
C20 2.0451 0.7026 -4.6883
C21 3.0667 -0.4355 -4.5883
N2 2.9284 -1.2710 -3.3926
C22 1.8920 -1.9858 -2.9252
S2 1.9566 -2.5279 -1.2992
N3 0.8584 -2.3916 -3.6600
C23 0.4496 -2.1000 -5.0314
C24 -0.8495 -1.2722 -5.0843
C25 -2.0887 -2.1128 -5.3929
C26 -2.3426 -3.2244 -4.3761
H19 0.8870 3.2714 -2.6623
H20 -0.0974 2.2715 -3.7405
H21 1.1776 3.3064 -4.3996
H22 1.5941 0.8744 -2.5912
H23 2.8929 1.9334 -3.1418
H24 2.3507 1.3554 -5.5098
H25 1.0619 0.3000 -4.9444
H26 4.0743 -0.0240 -4.5414
H27 3.0246 -1.0552 -5.4841
H28 3.5668 -1.0603 -2.6440
H29 0.1878 -2.9277 -3.1246
H30 0.2885 -3.0551 -5.5354
H31 1.2563 -1.5967 -5.5509
H32 -0.7566 -0.5019 -5.8529
H33 -0.9852 -0.7710 -4.1202
H34 -1.9889 -2.5438 -6.3929
H35 -2.9518 -1.4441 -5.4208
H36 -1.5835 -4.0083 -4.4399
H37 -3.3096 -3.6906 -4.5616
H38 -2.3514 -2.8296 -3.3578
O1 0.3091 0.7678 1.3160
As1 -0.3951 0.6394 2.8091
C27 -2.0396 -0.3532 2.7464
C28 -3.2572 0.3128 2.8490
C29 -4.4385 -0.4073 2.7746
C30 -4.4053 -1.7821 2.5813
C31 -3.1920 -2.4468 2.4865
C32 -2.0074 -1.7351 2.5721
C33 0.8652 -0.1600 4.0262
C34 2.0649 0.5356 4.1585
C35 3.0484 0.0595 5.0062
C36 2.8291 -1.1068 5.7282
C37 1.6314 -1.7935 5.6028
C38 0.6419 -1.3230 4.7511
C39 -0.7418 2.3813 3.5434
C40 -1.5170 2.5331 4.6889
C41 -1.7087 3.7977 5.2201
C42 -1.1282 4.9025 4.6105
C43 -0.3350 4.7460 3.4833
C44 -0.1370 3.4817 2.9515
H39 -3.2769 1.3858 2.9972
H40 -5.3865 0.1065 2.8610
H41 -5.3310 -2.3359 2.4956
H42 -3.1711 -3.5192 2.3482
H43 -1.0580 -2.2590 2.5159
H44 2.2135 1.4467 3.5929
H45 3.9827 0.5953 5.1088
H46 3.5943 -1.4769 6.3976
H47 1.4620 -2.6966 6.1741
H48 -0.2945 -1.8600 4.6588
H49 -1.9622 1.6648 5.1618
H50 -2.3057 3.9254 6.1132
H51 -1.2870 5.8892 5.0252
H52 0.1257 5.6073 3.0173
H53 0.4872 3.3239 2.0800

Atom charges from the Löwdin analysis, given in e for atoms 1 to 6: number 1, Ca, carries 1.14; number 2, C, carries -0.41; number 3, Se, carries 0.85; number 4, C, carries -0.57; number 5, C, carries -0.55; number 6, Se, carries 0.86



No. 2
2 unconnected molecules or ions with the total composition CH4FNO. Source: OMol25; level of theory: wB97M-V/def2-TZVPD.

Calculated values
Orbital gap (spin up / spin down) in hartree: 0.335 / 0.344
Energy in a.u.: -270.09294
Energy above the lowest of the compared OMol25 structures with the same formula, charge and spin in kJ/mol: 682.0

Element x y z (Å)
C1 -0.4421 0.4150 -0.0190
N1 1.7361 -0.0436 0.2631
O1 0.8225 0.7108 -0.3227
F1 2.9453 0.0334 -0.3968
H1 -1.0398 0.6565 -1.0235
H2 -0.9313 1.1140 0.7512
H3 -0.5968 -0.5831 0.2704
H4 1.1629 -1.5978 -0.4238

Atom charges from the Löwdin analysis, given in e for atoms 1 to 6: number 1, C, carries -0.17; number 2, N, carries -0.02; number 3, O, carries -0.21; number 4, F, carries -0.07; number 5, H, carries 0.14; number 6, H, carries 0.11



no.,largest force on an atom (eV Å⁻¹)
1,1.92
2,5.60